ORCA calculation (ωB97M-V/def2-TZVPD) on a cluster of 2 separate species, C2H4F2O in total in a non-equilibrium geometry.

Each atom is followed by the atoms it is bonded to, with distances in Å.
Cartesian coordinates (Å):
1 C -0.5475 0.1178 -1.4319  H6 1.119, H7 1.044, H8 1.114
2 C 0.5225 -0.1696 0.6772  O3 1.324, F4 1.373, F5 1.365
3 O 0.1977 0.8149 1.5006  C2 1.324, H9 0.959
4 F 1.8463 -0.1510 0.3144  C2 1.373
5 F 0.2332 -1.3905 1.2134  C2 1.365
6 H -1.5178 -0.2998 -1.0616  C1 1.119
7 H -0.3453 1.1417 -1.4518  C1 1.044
8 H 0.0977 -0.6621 -1.8972  C1 1.114
9 H -0.4869 0.5985 2.1369  O3 0.959

Properties
* max |F|: 0.1123 Eh/bohr
* E_LUMO: 0.40 eV
* E_HOMO: -8.82 eV
* gap between HOMO and LUMO: 9.22 eV
* total charge: 0